C3H7NO2 | wB97M-V/def2-TZVPD

Highest occupied orbital energy (alpha / beta)   -0.3326 / -0.3326 Ha
Charge   0
ΔE to the lowest compared entry with this formula, charge and spin   128.1 kcal per mole
E_LUMO (alpha / beta)   0.07 / 0.07 eV
Frontier orbital gap (alpha / beta)   9.1 / 9.1 eV
Max |F|   0.045 hartree/bohr
Electronic energy   -8804.975 eV

Positions of all 13 atoms, in Å:
C (-0.914, 1.292, 0.281)
C (-0.166, 0.323, -0.525)
C (1.246, -0.033, -0.089)
O (1.816, -1.048, -0.860)
N (-1.055, -0.520, -1.002)
O (-0.807, -1.684, -0.227)
H (-1.912, 1.543, -0.100)
H (-1.093, 0.506, 1.157)
H (-0.360, 2.118, 0.707)
H (1.267, -0.272, 0.992)
H (1.883, 0.855, -0.216)
H (1.218, -1.806, -0.777)
H (-1.124, -1.274, 0.659)